134
Properties=species:S:1:pos:R:3:forces:R:3 method="wB97M-V/def2-TZVPD" homo_lumo_gap_ev="8.582 / 9.587" multiplicity=2 homo_ev="-8.38 / -9.38" molar_mass_g_mol=1078.9 s2=0.755
C -0.459911 3.076849 -1.480446 -0.08 0.39 0.39
C 0.815360 2.884312 -2.546120 0.83 2.27 2.73
C 1.721870 4.276252 -2.327048 0.71 -0.21 0.20
C 1.771053 1.662009 -2.050905 0.04 -0.06 0.24
C 1.607203 0.240088 -2.826829 1.28 -1.32 -0.48
C 3.156728 -0.222055 -3.261398 0.01 -0.27 1.05
C 3.222078 -1.733265 -3.901377 1.49 0.01 -0.05
C 3.745171 -2.886368 -2.820812 -0.60 0.69 0.65
O 3.057304 -4.164702 -3.132079 -0.77 1.68 0.69
C 1.087106 -1.001596 -1.833563 0.29 1.06 0.98
C -0.223784 -0.614323 -0.932331 -0.40 0.15 -0.01
C -1.158111 -1.948207 -0.633699 0.61 -0.17 0.71
C -2.736596 -1.559062 -0.316866 1.30 0.41 2.13
F -2.796946 -0.151619 0.222412 -0.15 -4.16 -1.70
F -3.274881 -2.417200 0.802326 1.31 2.53 -3.43
C -3.734259 -1.699552 -1.610477 -1.71 -0.20 -0.64
F -3.054235 -1.910446 -2.909211 -2.45 0.78 4.56
F -4.532009 -0.445114 -1.699909 2.36 -4.36 -0.14
F -4.624787 -2.882141 -1.342921 2.74 4.23 -1.47
C 0.746128 0.255775 -4.208526 0.85 -0.36 -0.20
C -0.129201 1.597502 -4.512837 -1.41 -1.61 -2.80
C -1.691594 1.268730 -4.140758 -0.53 -0.64 -0.59
C -0.113811 1.759180 -6.181404 -0.89 -0.27 0.28
N 0.414792 2.892770 -3.989626 2.19 -0.90 -0.43
O 1.308182 3.479040 -4.802978 -2.02 -1.18 1.70
H -0.493131 2.193265 -0.682925 -0.17 1.83 -1.99
H -1.484948 3.234792 -2.028715 1.98 -0.53 1.09
H -0.291332 4.060446 -0.826212 -0.25 -2.12 -1.57
H 1.895550 4.509313 -1.171420 -0.65 -0.72 -2.41
H 2.815572 4.110852 -2.766782 -2.54 0.51 0.69
H 1.196759 5.198490 -2.834982 1.10 -1.91 1.01
H 1.574238 1.516878 -0.887337 0.41 0.32 -2.69
H 2.892872 2.022703 -2.142828 -2.43 -0.86 0.07
H 3.683117 0.592049 -3.948229 -1.41 -1.71 1.24
H 3.762915 -0.234000 -2.248319 -1.21 -0.05 -2.44
H 4.064110 -1.702661 -4.746619 -2.06 -0.20 1.58
H 2.216197 -2.118105 -4.365154 1.92 0.86 0.85
H 3.458512 -2.630372 -1.702170 0.62 -0.13 -2.30
H 4.932345 -2.985875 -2.821425 -2.73 -0.17 -0.34
H 2.069086 -3.994853 -2.935946 2.42 -0.41 -0.50
H 1.985441 -1.156501 -1.062837 -1.99 -0.01 -1.76
H 0.844078 -1.984160 -2.428136 0.70 1.93 0.99
H 0.130674 -0.138752 0.097832 -0.91 -1.11 -2.18
H -0.884397 0.194588 -1.458253 1.30 -1.56 0.82
H -0.672558 -2.473841 0.320118 -1.54 1.08 -1.94
H -1.076567 -2.742310 -1.509767 -0.50 1.79 1.76
H 0.099861 -0.747847 -4.225276 1.03 2.48 -0.06
H 1.504571 0.131375 -5.122121 -1.55 0.36 2.07
H -1.885840 0.145885 -4.496693 0.48 2.47 0.78
H -2.456910 1.917845 -4.787141 1.77 -1.11 1.67
H -1.955571 1.292268 -3.003430 0.53 0.18 -2.15
H -0.813752 0.917868 -6.627723 1.44 1.56 0.96
H -0.612227 2.793766 -6.462062 1.29 -2.11 0.50
H 0.961596 1.620489 -6.633577 -2.23 0.56 1.00
C 4.253427 1.957406 2.585920 0.34 0.25 1.18
C 3.030217 2.598891 2.015617 -0.74 0.85 0.85
O 3.145040 2.342932 0.628745 0.82 -0.92 -0.53
C 3.941827 1.242791 0.492815 0.38 -0.96 -1.35
O 4.115147 0.643158 -0.555080 -0.10 1.26 2.54
O 4.518136 0.900968 1.682142 -0.43 -0.03 -1.31
H 4.089001 1.571608 3.595754 0.08 -0.06 -0.26
H 5.113520 2.635009 2.599268 -0.06 -0.05 -0.03
H 2.106809 2.140219 2.384718 0.11 0.00 -0.02
H 2.995234 3.674362 2.210034 -0.06 -0.32 -0.24
C 3.900969 7.560115 3.653172 0.71 0.90 -0.23
C 2.789675 7.086080 2.773792 -0.49 0.76 -1.11
O 2.696212 5.708187 3.081669 0.38 -0.48 1.06
C 3.218753 5.544587 4.332207 -0.07 -1.69 1.40
O 3.144945 4.513793 4.980049 0.19 2.03 -1.46
O 3.833383 6.684748 4.763178 -0.65 -1.19 0.04
H 3.767736 8.598289 3.969529 0.07 -0.27 0.09
H 4.882758 7.455356 3.179675 -0.24 -0.03 0.13
H 1.834783 7.567049 3.010752 0.07 -0.06 0.03
H 3.007629 7.232500 1.712323 -0.11 -0.22 0.33
C -4.751263 -3.810095 3.787877 -0.25 -0.70 -1.14
C -3.569226 -2.909531 3.945241 0.98 -0.06 -0.90
O -3.954068 -2.048779 5.000285 -0.82 -0.16 0.89
C -4.903062 -2.709748 5.725673 -0.84 0.59 1.89
O -5.332988 -2.332639 6.803001 0.94 -0.77 -2.18
O -5.307085 -3.847610 5.088878 0.20 0.87 0.88
H -4.469181 -4.813636 3.457762 -0.16 0.32 0.27
H -5.497129 -3.404310 3.096425 0.02 0.09 0.08
H -2.666383 -3.452893 4.243454 -0.12 0.00 -0.05
H -3.356935 -2.338981 3.036911 -0.03 0.01 0.37
C -0.115131 -6.978051 -5.543518 -0.26 -0.61 -0.91
C 1.066906 -6.077488 -5.386153 1.05 0.05 -0.75
O 0.682064 -5.216735 -4.331111 -1.01 -0.28 0.70
C -0.266930 -5.877704 -3.605722 -0.83 0.63 1.98
O -0.696856 -5.500595 -2.528394 0.94 -0.68 -2.29
O -0.670953 -7.015567 -4.242516 0.21 0.77 0.76
H 0.166951 -7.981592 -5.873632 -0.15 0.12 0.20
H -0.860997 -6.572266 -6.234970 0.05 -0.02 0.07
H 1.969750 -6.620848 -5.087940 -0.09 0.10 0.01
H 1.279197 -5.506937 -6.294484 -0.01 0.06 0.29
C 7.043662 11.153181 1.244792 0.51 1.05 -0.17
C 7.672509 9.972414 1.910624 1.21 -0.06 0.30
O 6.562974 9.167307 2.261125 -1.06 0.08 -0.48
C 5.544153 9.506905 1.418313 -1.77 -0.87 -0.37
O 4.493325 8.894554 1.326277 2.31 1.51 0.02
O 5.855087 10.619941 0.691715 -0.50 -1.06 0.44
H 7.678979 11.577373 0.462442 -0.27 -0.08 0.03
H 6.779360 11.942778 1.955963 0.01 -0.08 -0.06
H 8.320398 9.406275 1.233110 -0.09 0.04 0.06
H 8.245174 10.251865 2.799230 -0.20 -0.20 -0.07
C -7.666159 -0.114237 -1.773678 1.03 0.27 -0.55
C -7.950168 -0.169788 -0.307649 0.75 0.20 0.84
O -9.362129 -0.243373 -0.252264 -0.52 -0.28 -0.78
C -9.779912 -0.757302 -1.445994 -2.43 -0.77 -0.52
O -10.922591 -1.113825 -1.680219 2.59 0.81 0.53
O -8.752390 -0.821036 -2.342437 -0.88 -0.13 0.53
H -6.716176 -0.590027 -2.032128 -0.40 0.05 -0.07
H -7.668743 0.909729 -2.161710 -0.02 -0.06 0.05
H -7.530522 -1.063596 0.165959 -0.02 0.06 -0.06
H -7.586855 0.716086 0.220451 -0.22 -0.15 -0.01
C -3.160516 -9.488110 2.844716 0.34 -1.10 -0.05
C -4.513091 -8.944623 2.515850 -0.90 -0.61 -0.52
O -4.519549 -7.680860 3.152227 0.93 0.54 0.30
C -3.215971 -7.300675 3.292951 0.76 1.91 0.62
O -2.856835 -6.190384 3.647855 -0.64 -2.49 -0.75
O -2.367352 -8.324290 2.983870 -0.49 1.02 0.22
H -2.767305 -10.132942 2.054008 0.09 0.22 0.15
H -3.149725 -10.038469 3.791327 -0.01 0.06 -0.07
H -4.655053 -8.799504 1.439706 0.03 0.00 0.10
H -5.319599 -9.575936 2.898796 0.06 0.28 0.00
C 0.246388 -1.487360 7.438292 -0.14 0.32 1.10
C -0.485485 -2.581695 6.731338 -0.75 -0.81 0.51
O -0.317822 -2.255374 5.364766 0.79 0.65 -0.33
C 0.805128 -1.484198 5.275733 1.03 0.62 -2.06
O 1.340588 -1.165766 4.227130 -1.16 -0.65 2.25
O 1.250864 -1.117005 6.512649 -0.07 -0.24 -1.04
H 0.691040 -1.823759 8.378908 0.08 0.14 -0.22
H -0.389898 -0.618358 7.635926 0.04 -0.09 -0.04
H -0.044709 -3.566968 6.916407 -0.01 0.09 -0.03
H -1.546070 -2.611445 6.995791 0.13 0.01 -0.23